[1]
The following is a DFT calculation (ωB97M-V/def2-TZVPD) of 9 unconnected molecules or ions with the total composition C25H67NO17.

Each line ends with the Mulliken charge.
Atoms and positions in Å:
O1 4.38 0.10 6.24  -0.484
O2 -0.10 -4.31 1.35  -0.595
O3 -3.83 1.96 1.25  -0.660
O4 0.13 -0.09 -0.72  0.691
O5 2.10 0.97 -4.41  -0.518
O6 0.09 2.64 -2.29  -0.519
O7 -4.51 3.03 -3.72  -0.530
O8 -2.33 -3.25 -2.17  -0.496
O9 -3.46 -0.85 1.65  -0.296
O10 0.58 -5.33 -1.21  -0.625
O11 1.44 -3.37 -2.96  -0.620
O12 -3.18 -0.70 -1.30  0.409
O13 -6.62 2.14 1.40  -0.571
O14 -2.31 1.07 -3.12  0.127
O15 0.04 1.08 -6.35  -0.509
O16 -0.19 -1.80 2.99  -0.402
O17 -0.58 -1.22 -3.40  0.077
N1 3.60 0.95 5.42  0.054
C1 1.61 -5.05 -0.30  -0.735
C2 -1.10 -1.07 2.19  0.309
C3 0.21 2.10 -5.28  0.151
C4 2.48 0.13 4.84  2.244
C5 0.09 -1.98 -4.36  -0.350
C6 1.66 -0.36 5.99  -2.042
C7 5.26 2.67 5.54  -2.001
C8 -5.99 1.51 0.26  -0.326
C9 2.48 1.84 2.92  -0.349
C10 3.58 2.61 3.64  -1.493
C11 1.65 0.99 3.90  -0.217
C12 1.69 2.25 -4.89  -0.745
C13 -4.11 -1.80 -1.47  -0.444
C14 -3.00 1.32 -4.40  -0.139
C15 4.43 1.79 4.59  1.935
C16 5.41 1.00 3.82  -1.974
C17 1.43 -2.28 -3.90  -0.704
C18 -3.35 2.75 -4.48  -0.554
C19 1.14 -4.04 0.78  0.547
C20 -3.60 -2.73 -2.51  -0.498
C21 0.85 2.24 -1.16  -0.378
C22 -2.54 -1.51 2.48  -0.689
C23 3.04 -1.11 4.00  -2.045
C24 -4.58 2.11 -0.01  -0.074
C25 1.22 0.72 -1.28  0.127
H1 -2.27 1.16 -5.23  0.108
H2 -5.94 0.44 0.47  0.149
H3 5.79 3.34 4.91  0.514
H4 1.05 1.79 4.43  0.576
H5 6.05 2.11 6.20  0.265
H6 3.48 -0.85 3.09  0.313
H7 -6.57 1.65 -0.68  0.356
H8 0.61 -0.58 5.75  0.301
H9 1.88 0.33 -5.11  0.327
H10 4.29 3.24 3.03  0.382
H11 1.78 2.53 2.40  0.415
H12 -2.53 -0.88 -0.62  -0.494
H13 -1.61 -2.51 -2.33  0.137
H14 0.17 -1.59 -5.38  0.468
H15 2.10 -2.61 -4.67  0.423
H16 -0.58 -4.77 0.60  0.345
H17 2.32 -1.91 3.94  0.510
H18 1.13 -3.06 0.29  -0.299
H19 -4.73 3.18 -0.21  0.506
H20 -3.99 0.80 -4.32  0.417
H21 -5.07 -1.48 -1.82  0.389
H22 2.50 -4.71 -0.81  0.370
H23 4.64 3.16 6.26  0.487
H24 -2.72 -2.58 2.34  0.370
H25 -3.38 0.10 1.74  0.235
H26 -2.72 0.38 -2.58  -0.018
H27 -2.54 3.37 -4.10  0.279
H28 1.67 2.93 -1.19  0.409
H29 1.93 -4.05 1.54  0.288
H30 1.86 -6.04 0.11  0.364
H31 -0.46 -2.96 -4.39  0.203
H32 -0.98 -0.02 2.44  0.518
H33 1.61 0.43 6.74  0.485
H34 1.23 -3.01 -2.12  0.163
H35 -3.48 -2.10 -3.44  0.049
H36 3.08 3.34 4.20  0.466
H37 1.50 0.45 -2.28  -0.347
H38 0.68 -4.88 -2.07  0.475
H39 3.84 -1.48 4.64  0.473
H40 -4.26 -2.27 -0.45  0.242
H41 -6.00 2.69 1.89  0.315
H42 1.87 3.09 -4.30  0.412
H43 -0.34 -0.56 -1.36  -0.284
H44 -0.95 -1.23 1.11  -0.316
H45 -0.75 2.22 -2.32  -0.001
H46 -0.69 -0.27 -3.48  -0.181
H47 -4.59 3.95 -3.54  0.309
H48 -4.17 1.53 -0.85  -0.093
H49 1.97 -1.41 -3.49  0.251
H50 2.07 -1.28 6.47  0.383
H51 0.24 2.31 -0.24  0.212
H52 4.11 0.34 7.14  0.356
H53 -0.41 2.96 -5.62  0.472
H54 0.36 1.49 -7.13  0.296
H55 -0.26 -2.72 2.73  0.238
H56 5.06 0.55 2.91  0.311
H57 6.29 1.66 3.54  0.423
H58 5.73 0.26 4.46  0.512
H59 -4.31 -3.54 -2.67  0.447
H60 2.03 0.59 -0.52  0.184
H61 -0.32 1.70 -4.44  -0.318
H62 2.74 1.12 2.14  0.140
H63 0.96 0.32 3.32  -0.957
H64 -2.85 -1.32 3.59  0.172
H65 2.26 2.51 -5.80  0.387
H66 -3.03 2.56 1.14  0.270
H67 -3.57 2.95 -5.54  0.352

Properties
Total energy in Ha: -2326.33575
Highest occupied orbital energy in eV: -8.15
SMILES: CC1(C)CCCC(C)(C)N1O.OCCO.OCCO.OCCO.OCCO.OCCO.OCCO.OCCO.OCCO
Frontier orbital gap in eV: 8.4
Charge: 0

[2]
The following is a DFT calculation (ωB97M-V/def2-TZVPD) of 9 unconnected molecules or ions with the total composition C25H70B4F16N5O5.

Each line ends with the Mulliken charge.
Atoms and positions in Å:
F1 -6.63 3.93 -1.28  -0.343
F2 3.33 3.37 0.15  -0.113
F3 2.22 3.75 3.02  -0.310
F4 0.87 1.97 2.69  -0.049
F5 3.92 5.48 0.83  -0.360
F6 0.87 -0.84 -0.81  -0.597
F7 -6.77 1.70 -0.65  -0.424
F8 4.94 4.49 -1.06  -0.490
F9 1.44 2.59 4.89  -0.396
F10 -4.78 2.95 -0.38  -0.275
F11 0.95 1.33 -1.72  -0.263
F12 -6.57 3.32 0.96  -0.412
F13 0.06 3.92 3.63  -0.390
F14 2.82 5.18 -1.19  -0.394
F15 -0.46 0.92 0.05  0.025
F16 1.80 0.88 0.31  0.174
O1 -1.05 -2.81 -0.05  -0.141
O2 4.46 3.06 -5.17  -0.518
O3 6.58 0.62 1.51  -0.546
O4 -5.20 -1.09 1.88  -0.511
O5 -3.91 1.52 -2.45  -0.594
N1 4.55 -0.01 3.41  0.243
N2 -3.24 -4.84 1.44  0.233
N3 -2.20 -0.66 -3.83  0.334
N4 4.06 0.45 -3.78  0.379
N5 -3.05 1.10 2.92  0.783
C1 -3.55 -6.24 1.89  -0.876
C2 -1.77 -2.09 -3.88  -0.924
C3 5.30 1.18 1.29  -0.385
C4 -1.21 0.23 -4.53  -0.947
C5 -4.80 0.14 1.27  -1.193
C6 -1.73 -4.74 1.34  -0.969
C7 2.86 0.11 -4.62  -1.067
C8 3.60 0.20 4.56  -0.841
C9 -0.96 -3.47 1.19  -0.386
C10 4.56 1.32 2.63  0.113
C11 -3.48 0.11 3.93  -0.867
C12 -3.80 -3.82 2.37  -0.844
C13 -3.89 -4.58 0.10  -0.809
C14 -1.58 1.38 3.04  -1.266
C15 5.29 0.28 -4.64  -0.906
C16 -2.60 1.17 -2.06  0.049
C17 -3.41 0.68 1.50  -0.490
C18 5.86 -0.48 3.99  -0.886
C19 -3.54 -0.53 -4.50  -0.781
C20 4.08 1.80 -3.11  0.118
C21 -2.33 -0.28 -2.37  0.165
C22 4.04 -0.60 -2.70  -0.875
C23 3.99 -1.10 2.57  -0.950
C24 -3.75 2.42 3.14  -0.844
C25 3.69 2.99 -3.99  -0.908
B1 1.14 3.04 3.58  0.257
B2 -6.18 2.98 -0.38  0.520
B3 0.74 0.57 -0.55  -0.050
B4 3.74 4.65 -0.27  0.466
H1 -4.54 1.14 -1.83  0.366
H2 3.55 -0.66 5.21  0.352
H3 3.32 1.74 -2.32  -0.181
H4 5.21 1.00 -5.45  0.381
H5 -0.88 0.55 3.07  0.238
H6 3.09 -0.54 -2.17  0.237
H7 -2.51 -2.71 -3.39  0.375
H8 -3.79 0.50 -4.72  0.370
H9 -3.56 -1.10 -5.43  0.377
H10 -4.93 -4.85 0.31  0.486
H11 -3.09 1.51 0.87  0.754
H12 -1.56 -5.42 0.50  0.430
H13 -0.36 -2.12 -0.02  0.060
H14 -1.27 -5.31 2.14  0.468
H15 -3.48 -5.25 -0.65  0.358
H16 -1.23 -2.74 1.96  0.286
H17 1.97 0.16 -3.99  0.326
H18 3.86 3.81 -3.28  0.441
H19 -1.77 1.77 -2.43  0.552
H20 -1.01 -0.19 -5.51  0.421
H21 -0.76 -2.17 -3.49  0.311
H22 -3.11 -6.26 2.88  0.406
H23 0.08 -3.71 1.40  0.493
H24 5.03 1.90 -2.59  0.450
H25 -2.59 1.41 -0.99  -0.484
H26 -3.81 -3.54 -0.18  0.210
H27 -2.79 -0.19 1.23  0.141
H28 2.61 0.33 4.12  0.226
H29 7.06 0.68 0.68  0.347
H30 5.28 -0.72 -5.07  0.398
H31 3.04 -0.80 2.14  0.265
H32 -4.56 0.13 4.03  0.396
H33 5.62 -1.30 4.67  0.381
H34 2.61 3.01 -4.16  0.321
H35 -1.36 -0.55 -1.94  -0.339
H36 -5.87 -1.48 1.31  0.430
H37 -4.89 -3.73 2.34  0.443
H38 3.91 -1.98 3.22  0.463
H39 3.03 -0.92 -4.93  0.451
H40 -4.27 -0.99 -3.84  0.307
H41 4.17 -1.58 -3.15  0.352
H42 -3.11 -6.90 1.14  0.381
H43 6.46 -0.88 3.18  0.359
H44 -3.30 -3.64 3.32  0.386
H45 2.85 0.74 -5.50  0.409
H46 -4.77 2.40 2.75  0.441
H47 -1.46 2.02 2.16  0.310
H48 3.93 1.10 5.07  0.436
H49 -1.39 2.05 3.88  0.551
H50 -3.34 3.16 2.44  0.316
H51 -0.36 0.37 -3.87  0.232
H52 -3.07 -0.91 -1.88  0.330
H53 4.64 0.60 0.64  0.007
H54 4.94 2.07 3.32  0.243
H55 -4.79 0.08 0.18  0.595
H56 -3.14 -0.89 3.68  0.099
H57 4.88 -0.43 -2.04  0.390
H58 3.52 1.51 2.36  -0.166
H59 4.67 -1.46 1.80  0.344
H60 -4.63 -6.37 1.96  0.375
H61 4.23 3.88 -5.62  0.344
H62 6.16 0.46 -4.02  0.326
H63 -5.48 0.96 1.52  0.082
H64 -1.82 -2.35 -4.94  0.382
H65 -3.10 0.44 4.90  0.407
H66 6.26 0.33 4.58  0.318
H67 -1.74 1.17 -4.70  0.400
H68 5.28 2.21 0.91  0.462
H69 -3.52 -2.85 1.95  0.110
H70 -3.62 2.72 4.18  0.399

Properties
Total energy in Ha: -3342.22060
Highest occupied orbital energy in eV: -11.20
Frontier orbital gap in eV: 8.1
Charge: +1

[3]
The following is a DFT calculation (ωB97M-V/def2-TZVPD) of 6 unconnected molecules or ions with the total composition C25H70BF4N5O5.

Each line ends with the Mulliken charge.
Atoms and positions in Å:
F1 11.18 -4.72 15.00  -0.358
F2 11.40 -5.62 12.91  -0.419
F3 13.24 -4.70 14.06  -0.151
F4 11.51 -3.34 13.24  -0.529
O1 9.08 -3.68 11.90  -0.562
O2 10.16 -10.67 14.85  -0.488
O3 14.92 0.83 12.63  -0.541
O4 18.23 -7.81 17.72  -0.516
O5 15.34 -3.80 12.19  -0.479
N1 14.62 -5.88 9.88  0.184
N2 6.38 -2.34 12.31  -0.096
N3 13.97 -0.67 15.15  0.065
N4 9.15 -8.17 16.30  -0.009
N5 15.35 -6.72 17.14  0.351
C1 13.12 -5.78 9.78  -0.981
C2 15.25 -4.50 9.82  -0.822
C3 14.81 -1.15 13.99  0.403
C4 17.05 -8.16 18.42  -0.575
C5 9.73 -10.69 16.21  -0.841
C6 15.09 -5.99 18.45  -1.009
C7 12.92 0.35 14.77  -0.724
C8 15.69 -0.10 13.36  -0.799
C9 13.24 -1.89 15.67  -0.943
C10 14.85 -3.47 10.88  -0.297
C11 6.96 -1.65 11.11  -0.773
C12 16.30 -5.91 16.32  -0.834
C13 9.29 -6.97 17.21  -0.767
C14 15.93 -8.09 17.40  -0.512
C15 9.71 -7.84 14.93  -0.769
C16 15.03 -6.71 8.70  -0.902
C17 6.72 -3.81 12.32  -0.810
C18 6.77 -1.66 13.59  -0.921
C19 7.68 -8.47 16.23  -0.919
C20 9.88 -9.34 16.92  -0.027
C21 4.85 -2.22 12.16  -0.858
C22 8.11 -4.18 12.80  0.079
C23 14.04 -6.87 16.41  -1.272
C24 14.81 -0.16 16.28  -0.822
C25 14.92 -6.55 11.21  -0.732
B1 11.86 -4.59 13.77  0.943
H1 4.58 -2.78 11.28  0.371
H2 15.14 -8.82 17.60  0.418
H3 8.04 -1.73 11.20  0.297
H4 4.43 -2.58 13.09  0.423
H5 16.30 0.39 14.13  0.329
H6 14.75 -4.12 8.93  0.383
H7 6.62 -2.38 14.39  0.371
H8 4.69 -1.15 12.02  0.420
H9 12.66 -6.68 10.18  0.436
H10 12.75 -4.95 10.37  0.286
H11 8.25 -5.23 13.07  0.257
H12 11.09 -10.89 14.86  0.314
H13 10.42 -11.36 16.73  0.463
H14 6.04 -4.21 13.08  0.379
H15 9.36 -8.65 14.29  0.520
H16 17.12 -9.18 18.80  0.412
H17 7.47 -9.33 15.60  0.413
H18 16.86 -7.51 19.29  0.296
H19 15.42 0.67 15.94  0.373
H20 14.18 0.09 17.13  0.399
H21 16.04 -5.63 18.80  0.520
H22 14.55 -7.68 8.79  0.414
H23 14.46 -5.12 18.27  0.273
H24 9.36 -6.86 14.64  0.144
H25 13.49 -7.63 16.95  0.680
H26 9.55 -9.45 17.96  0.426
H27 6.54 -2.10 10.22  0.399
H28 13.43 1.16 14.26  0.370
H29 16.33 -4.58 9.67  0.432
H30 12.75 -5.63 8.77  0.344
H31 6.26 -0.71 13.69  0.350
H32 16.28 -8.51 16.45  0.426
H33 16.43 -0.52 12.68  0.482
H34 10.91 -9.00 17.03  0.095
H35 12.56 -2.26 14.91  0.161
H36 15.49 1.56 12.36  0.365
H37 7.38 -8.69 17.25  0.406
H38 7.16 -7.63 15.78  0.365
H39 12.21 -0.18 14.14  0.300
H40 10.34 -6.71 17.14  0.299
H41 14.79 -7.62 11.04  0.380
H42 14.76 -6.21 7.77  0.396
H43 12.43 0.68 15.68  0.388
H44 14.16 -6.22 11.91  0.151
H45 6.55 -4.23 11.33  0.381
H46 14.26 -7.17 15.39  0.364
H47 8.28 -3.64 13.75  0.223
H48 7.85 -1.53 13.53  0.407
H49 14.57 -6.72 19.06  0.394
H50 15.93 -6.24 11.46  0.361
H51 9.98 -3.88 12.22  0.154
H52 14.58 -3.89 12.77  -0.007
H53 8.92 -7.19 18.20  0.420
H54 6.76 -0.58 11.13  0.385
H55 15.89 -4.94 16.06  0.197
H56 19.00 -7.75 18.30  0.337
H57 15.43 -1.00 16.62  0.358
H58 12.63 -1.53 16.50  0.500
H59 10.79 -7.83 15.05  0.226
H60 15.44 -1.96 14.36  0.002
H61 15.27 -2.51 10.59  0.474
H62 8.74 -6.16 16.74  0.343
H63 13.50 -5.93 16.37  0.176
H64 16.11 -6.86 8.72  0.398
H65 17.18 -5.71 16.92  0.422
H66 14.10 -1.59 13.30  -0.034
H67 13.96 -2.55 16.14  0.343
H68 8.75 -11.15 16.35  0.380
H69 16.59 -6.48 15.44  0.414
H70 13.76 -3.36 10.90  0.289

Properties
Total energy in Ha: -2067.68114
Highest occupied orbital energy in eV: -18.83
Frontier orbital gap in eV: 10.7
Charge: +4

[4]
The following is a DFT calculation (ωB97M-V/def2-TZVPD) of 7 unconnected molecules or ions with the total composition C25H70N8O7.

Each line ends with the Mulliken charge.
Atoms and positions in Å:
O1 -3.54 -2.54 3.38  -0.422
O2 -0.08 0.28 4.41  -0.044
O3 1.28 -4.74 2.95  -0.405
O4 -1.72 5.86 -0.28  -0.397
O5 -0.03 0.77 -0.74  -1.025
O6 2.33 4.43 -3.26  -0.445
O7 3.17 -1.74 -3.84  -0.359
N1 -2.01 0.45 6.59  -0.698
N2 -0.34 1.95 -3.34  -0.636
N3 -0.26 -0.59 1.02  0.589
N4 0.65 -2.42 -5.23  -0.730
N5 -2.61 -5.11 0.88  -0.742
N6 -2.35 2.27 -0.34  -0.663
N7 0.86 -1.26 -0.70  0.004
N8 0.47 -4.09 0.18  -0.449
C1 2.66 -0.83 -4.86  0.174
C2 1.45 -3.92 4.15  -0.283
C3 3.86 -1.03 -2.84  -0.576
C4 -1.71 4.48 -0.74  -0.117
C5 0.64 2.91 -5.28  -1.488
C6 1.79 -1.73 -5.82  0.052
C7 -2.00 1.37 5.43  0.403
C8 -2.06 3.43 0.36  0.644
C9 2.51 5.61 -2.57  -0.794
C10 2.85 -4.42 -0.53  -1.665
C11 -1.59 6.78 -1.26  -0.741
C12 -0.55 1.54 4.81  -0.372
C13 0.88 2.63 -3.79  1.184
C14 -2.30 -2.26 3.99  -0.057
C15 -2.50 2.71 5.81  -1.586
C16 0.19 -0.29 -0.16  0.551
C17 1.37 0.26 4.10  -0.611
C18 1.24 -0.84 -6.96  -1.071
C19 -3.53 -3.77 2.71  -1.214
C20 1.73 -4.71 0.49  0.329
C21 -2.68 -3.83 1.42  2.469
C22 2.21 -4.33 1.94  -0.921
C23 -3.10 -2.80 0.38  -1.483
C24 -0.84 3.21 1.26  -0.927
C25 1.10 3.87 -3.00  -0.373
H1 -1.91 3.06 6.65  0.384
H2 0.63 -1.32 -7.72  0.362
H3 2.43 -3.27 1.99  0.423
H4 -0.72 4.13 1.83  0.661
H5 -4.17 -2.75 0.22  0.367
H6 3.74 -5.02 -0.35  0.449
H7 -1.63 -3.63 1.63  -1.135
H8 1.02 -0.90 -1.63  -0.174
H9 3.12 -4.89 2.17  0.487
H10 -2.54 -2.89 -0.55  0.386
H11 0.66 -0.03 -6.51  -0.036
H12 -2.02 -3.02 4.73  0.309
H13 -2.36 3.44 5.01  0.361
H14 -0.89 6.64 -2.08  0.231
H15 -3.46 2.65 6.32  0.394
H16 4.44 -0.21 -3.24  0.353
H17 1.67 0.72 3.16  0.230
H18 -0.69 2.12 3.89  -0.091
H19 1.99 -0.38 -7.60  0.383
H20 3.59 5.73 -2.67  0.352
H21 0.10 -1.62 -4.94  0.332
H22 -2.57 7.01 -1.67  0.309
H23 0.29 4.56 -3.23  0.269
H24 -0.70 4.42 -1.15  -0.343
H25 4.53 -1.67 -2.26  0.249
H26 -1.35 7.73 -0.79  0.296
H27 0.18 3.04 0.91  0.183
H28 -2.21 -5.86 1.43  0.254
H29 -1.45 0.99 7.23  0.345
H30 1.44 -5.76 0.54  0.425
H31 -2.68 2.39 -1.29  0.366
H32 -2.45 4.37 -1.54  0.411
H33 2.40 5.54 -1.49  0.303
H34 -0.09 -4.37 0.98  -0.109
H35 0.78 -4.15 4.97  0.337
H36 1.91 0.67 4.96  0.380
H37 1.60 -0.81 4.13  0.066
H38 -3.56 -5.44 0.82  0.292
H39 -1.59 -2.11 3.18  -0.039
H40 -0.79 0.06 1.59  -0.015
H41 3.12 -0.63 -2.15  0.114
H42 2.00 -0.02 -4.55  -0.408
H43 0.07 -4.41 -0.69  0.200
H44 -0.35 1.62 -2.38  0.296
H45 -2.77 -1.81 0.70  0.299
H46 2.57 -4.57 -1.57  0.425
H47 0.84 -2.23 -0.42  0.157
H48 -4.56 -3.94 2.40  0.457
H49 -1.16 2.42 1.93  -0.258
H50 -2.54 0.93 4.59  0.291
H51 1.54 3.21 -5.80  0.394
H52 -0.33 1.05 -3.80  0.301
H53 1.05 -2.95 3.86  -0.240
H54 0.14 2.01 5.51  0.444
H55 1.75 1.98 -3.71  -0.082
H56 1.06 3.57 -1.95  0.044
H57 3.17 -3.38 -0.53  0.344
H58 1.04 -2.80 -4.38  0.277
H59 -0.11 3.64 -5.58  0.367
H60 0.04 -1.44 1.47  -0.480
H61 2.51 -3.84 4.40  0.350
H62 -3.16 -4.56 3.36  0.375
H63 2.45 -2.45 -6.29  0.368
H64 -2.94 3.80 0.88  0.424
H65 -1.36 -0.29 6.38  0.295
H66 0.43 1.97 -5.80  0.202
H67 3.53 -0.50 -5.43  0.534
H68 -1.45 1.81 -0.43  0.154
H69 -2.57 -1.34 4.50  -0.018
H70 1.84 6.42 -2.84  0.257

Properties
Total energy in Ha: -1959.06303
Highest occupied orbital energy in eV: -8.50
SMILES: COC[C@H](C)N.COC[C@H](C)N.COC[C@H](C)N.COC[C@H](C)N.COC[C@H](C)N.COC[C@H](C)N.NC(N)=O
Frontier orbital gap in eV: 8.9
Charge: 0

Number 1: largest force on an atom 3.52 eV Å⁻¹. Number 2: largest force on an atom 2.77 eV Å⁻¹. Number 3: largest force on an atom 2.13 eV Å⁻¹. Number 4: largest force on an atom 4.04 eV Å⁻¹.